# 1
97
Properties=species:S:1:pos:R:3:forces:R:3 method="wB97M-V/def2-TZVPD" e_lumo_ev=-4.644 total_charge=+1 homo_lumo_gap_ev=5.97 max_force_ev_per_a=5.554 energy_ha=-6863.477880
W 0.04764 -0.22438 0.20560 4.5 1.4 -2.8
Cl 2.40095 -4.56824 0.05756 0.2 0.0 0.0
C 3.18949 -3.06584 -0.19821 -0.4 0.2 0.1
C 4.56153 -3.05988 -0.49937 0.2 0.1 0.0
C 5.23094 -1.88647 -0.71164 -0.2 -0.2 0.0
Cl 6.91610 -1.91939 -1.05813 0.1 0.0 0.0
C 4.54787 -0.64699 -0.65740 -0.2 0.1 0.0
C 5.12371 0.61345 -0.90674 -0.1 0.1 0.0
C 4.33652 1.73077 -0.83478 0.2 -0.2 -0.1
C 2.98128 1.59972 -0.50427 -0.5 0.2 0.2
N 2.40804 0.44351 -0.25919 0.0 -0.5 0.1
C 3.17552 -0.67559 -0.34342 0.1 -0.1 0.0
C 2.48920 -1.88285 -0.09666 0.6 0.2 -0.3
O 1.20982 -1.77586 0.24054 -0.4 0.0 0.5
H 5.08362 -4.00402 -0.55925 0.0 0.0 0.0
H 6.17481 0.67789 -1.15019 0.0 0.0 0.0
H 4.74492 2.71101 -1.03119 0.0 0.0 0.0
H 2.34737 2.47441 -0.43154 0.0 0.0 0.0
O -0.70227 0.41139 3.78030 0.0 0.4 -0.8
As -1.76358 -0.56546 2.72886 -1.9 0.3 4.6
O -2.35010 -1.61172 3.82138 0.0 -0.5 -0.7
O -0.62512 -1.18740 1.60650 -0.3 -0.7 0.2
C -3.21497 0.72473 2.38065 0.4 -0.3 -0.5
C -3.68691 1.44811 3.46150 0.3 -0.2 0.0
C -4.86973 2.16138 3.31594 -0.1 0.1 -0.1
C -5.57654 2.13421 2.11919 0.0 0.0 0.1
C -5.10734 1.40307 1.03780 0.1 -0.2 -0.3
C -3.92453 0.70707 1.18810 0.6 0.2 0.2
S -3.15152 -0.32801 -0.00223 -2.1 -1.1 -0.2
O -3.02299 -1.57365 0.71274 0.1 0.0 0.3
O -3.84405 -0.36243 -1.24748 0.2 0.7 0.1
O -1.74518 0.30658 -0.13858 -0.9 0.7 -0.1
H -0.62823 -0.04608 4.62667 -0.2 -0.3 0.0
H -3.14628 1.42436 4.39795 0.0 0.1 0.0
H -5.25437 2.73508 4.14798 0.0 0.0 0.0
H -6.50812 2.67438 2.02450 0.0 0.0 0.0
H -5.64026 1.36931 0.09689 0.0 0.0 0.0
C 0.61624 4.24354 0.26420 0.2 -0.4 0.2
Si -0.52001 2.99053 1.13620 -0.8 1.8 -0.3
C -1.01176 3.68419 2.83185 0.4 -0.2 -0.2
C -2.05499 3.12205 0.03590 0.3 -0.4 0.1
N 0.24201 1.39456 1.37846 0.0 -1.2 -0.9
C 1.41793 1.30999 2.14736 0.8 -0.5 1.1
C 2.14138 2.41588 2.61053 -0.5 0.2 -0.3
C 3.39337 2.28036 3.18220 0.1 0.0 0.1
C 3.96986 1.03157 3.35255 0.0 0.0 0.0
C 3.21743 -0.08438 3.03145 0.0 -0.1 -0.1
C 1.95973 0.04238 2.46268 -0.1 0.5 0.5
H 0.67735 4.02966 -0.80405 0.0 0.0 0.0
H 1.63065 4.30911 0.65685 0.0 0.0 0.0
H 0.17048 5.23401 0.37410 -0.1 0.0 0.0
H -0.45512 4.60072 3.03743 0.0 0.0 0.0
H -0.81011 2.98241 3.64179 0.0 0.0 0.0
H -2.07125 3.94049 2.85553 0.0 -0.1 -0.1
H -2.20513 4.17965 -0.18938 0.2 0.1 0.1
H -2.95627 2.76687 0.51994 -0.1 0.1 0.1
H -1.94024 2.59291 -0.90518 0.0 0.1 -0.1
H 1.71001 3.40344 2.53463 0.1 0.0 -0.1
H 3.92129 3.16825 3.50489 0.0 0.0 0.0
H 4.96102 0.93040 3.77177 0.0 0.0 0.0
H 3.60093 -1.07503 3.24208 0.0 0.0 0.0
H 1.37317 -0.85112 2.35427 0.1 -0.1 0.0
O 0.73141 -0.51506 -1.86892 -0.7 0.0 0.3
C 0.42853 0.66226 -2.24300 0.3 0.4 -0.5
O 0.11277 1.45460 -1.30358 -0.3 -0.4 0.2
C 0.53567 1.07302 -3.63482 0.0 0.0 -0.1
C 0.32922 2.40505 -3.98110 0.0 -0.1 0.2
C 0.52913 2.84898 -5.28293 0.0 0.1 -0.2
C 0.93429 1.91113 -6.20557 0.1 -0.3 0.2
O 1.22823 2.09174 -7.50996 -0.1 0.2 0.1
C 1.62033 0.81905 -8.02360 0.2 -0.1 -0.4
O 1.49474 -0.13055 -6.97234 0.0 -0.1 0.1
C 1.10805 0.56456 -5.86698 0.0 0.3 0.0
C 0.91440 0.11257 -4.59408 0.1 -0.1 -0.1
H 0.01901 3.09676 -3.20936 0.0 0.0 0.0
H 0.38344 3.88215 -5.56250 0.0 0.0 0.0
H 2.65879 0.86209 -8.36300 0.0 0.1 0.1
H 0.97124 0.54287 -8.85693 -0.1 0.0 0.1
H 1.04386 -0.92668 -4.32689 0.0 0.0 0.0
N -3.33767 -3.13079 -2.46792 -0.2 0.1 0.0
C -2.45681 -3.27699 -1.46745 0.0 -0.3 0.3
S -1.14706 -2.16747 -1.51865 0.3 -0.9 -0.7
N -2.67295 -4.34065 -0.68163 -0.2 0.2 0.1
C -2.10934 -4.78361 0.54903 0.0 0.1 0.3
C -2.96658 -5.47300 1.40275 -0.1 0.1 -0.1
C -2.53189 -5.87153 2.65214 0.0 0.0 0.0
C -1.23247 -5.60486 3.05262 0.0 0.0 0.1
C -0.36444 -4.98502 2.17215 0.1 0.1 0.0
C -0.79197 -4.58226 0.91567 0.0 0.1 -0.1
H -3.30094 -2.26549 -2.98045 0.0 0.0 0.0
H -4.21424 -3.62707 -2.47029 0.0 -0.1 -0.1
H -3.56306 -4.79337 -0.83952 0.0 0.0 -0.1
H -3.98342 -5.68061 1.08647 0.0 0.0 0.1
H -3.21449 -6.37590 3.32168 0.0 0.0 0.0
H -0.90426 -5.87016 4.04758 0.0 -0.1 0.0
H 0.66591 -4.80460 2.45476 0.0 0.0 0.0
H -0.10264 -4.12980 0.22820 0.0 0.2 -0.1

=====

# 2
82
Properties=species:S:1:pos:R:3:forces:R:3 method="wB97M-V/def2-TZVPD" multiplicity=6 s_squared=8.84 e_lumo_ev="-4.770 / -4.765" total_charge=+1 homo_lumo_gap_ev="2.02 / 5.36" max_force_ev_per_a=4.776 energy_ha=-3974.442686
C -1.50460 4.32293 -0.66528 -1.3 0.9 -1.4
C -0.55104 3.36458 -1.14492 -0.5 -0.6 -0.7
C -1.25493 2.13607 -1.40341 -0.8 0.6 -1.2
H 0.50288 3.54568 -1.36154 -0.3 -0.1 0.4
C -2.64495 2.33889 -1.06153 0.9 0.3 -1.1
C -2.79078 3.70296 -0.62681 0.4 1.0 -1.5
H -3.72647 4.19524 -0.38652 0.2 -0.2 0.3
H -1.29938 5.37103 -0.45541 0.0 -0.4 0.2
H -0.84461 1.23081 -1.83894 -0.1 0.0 0.4
H -3.43610 1.61568 -1.21695 0.2 0.0 0.3
Fe -1.45976 2.67530 0.55689 1.8 -2.3 3.8
Si 0.48938 -0.64173 1.33205 0.1 1.1 -2.0
C 2.14857 -0.03518 0.52900 -0.4 0.2 0.4
C 3.33855 -0.22763 1.23371 0.2 0.1 -0.8
H 3.30855 -0.69015 2.22280 0.1 0.0 -0.3
C 4.55385 0.16318 0.65849 0.0 0.1 0.2
H 5.47410 -0.03917 1.20418 -0.1 0.1 -0.2
C 4.58629 0.81533 -0.57773 0.1 -0.2 0.2
H 5.53941 1.10977 -1.02180 -0.3 -0.1 0.1
C 3.38571 1.10727 -1.22184 -0.2 0.3 -0.1
H 3.37516 1.65034 -2.17035 0.1 -0.1 0.2
C 2.17507 0.72221 -0.64793 0.8 0.0 0.1
H 1.24760 1.02965 -1.12748 0.2 -0.1 0.2
C -0.32018 -1.33894 -0.46091 -0.7 0.4 0.7
C -0.03273 -0.94075 -1.93103 1.1 1.1 -0.1
H 0.80046 -0.29605 -2.22428 -0.2 -0.4 0.2
C -0.97757 -1.29679 -2.98557 0.8 -0.1 -0.7
H -0.62813 -1.36103 -4.02827 -0.1 0.2 0.7
C -2.32380 -1.30346 -2.65226 -1.7 0.0 0.5
H -3.08156 -1.25092 -3.42995 0.0 -0.2 0.1
C -2.67691 -1.35123 -1.30587 -0.9 0.3 -1.3
H -3.73277 -1.32525 -1.03602 0.1 -0.2 -0.1
C -1.74531 -1.48227 -0.28852 0.1 -0.2 1.1
H -2.13607 -1.67108 0.71073 0.2 -0.1 -0.4
H -0.05864 0.75985 1.21842 -0.6 0.9 -0.3
Si 0.46731 -2.66566 -1.66830 1.5 -1.0 1.4
C -0.35483 -4.30106 -1.68172 0.0 -0.9 0.1
C 0.18103 -5.27456 -2.56365 -0.9 0.2 -0.2
H 1.24239 -5.25178 -2.81595 -0.3 0.2 -0.2
C -0.68032 -6.21495 -3.14216 0.1 0.1 0.3
H -0.30375 -6.91250 -3.88653 0.0 0.1 0.2
C -2.03685 -6.23610 -2.79299 0.2 0.3 0.3
H -2.73858 -6.88183 -3.31662 0.2 0.1 0.1
C -2.48166 -5.45453 -1.71838 0.6 -0.1 0.2
H -3.50310 -5.52804 -1.36324 0.1 -0.2 0.0
C -1.60997 -4.55310 -1.09215 -0.2 0.0 -0.9
H -1.90401 -4.01598 -0.19150 -0.2 0.2 -0.5
C 2.34487 -2.80736 -1.58790 -0.5 0.1 0.0
C 3.24881 -2.37571 -2.56986 0.2 -0.4 0.3
H 2.86724 -1.82951 -3.43694 0.3 -0.3 0.1
C 4.61313 -2.66805 -2.43071 -0.1 0.1 0.0
H 5.31292 -2.39371 -3.22262 -0.2 0.0 0.2
C 5.08909 -3.32382 -1.28684 -0.2 0.3 -0.4
H 6.15842 -3.54263 -1.18141 -0.5 0.1 0.0
C 4.18810 -3.66722 -0.28663 -0.1 -0.1 0.2
H 4.54297 -4.16887 0.60176 0.1 0.0 0.1
C 2.82316 -3.40908 -0.42222 0.5 -0.1 -0.3
H 2.11932 -3.66678 0.37313 0.3 -0.1 -0.2
H 1.14008 -0.82213 2.63277 0.6 -0.7 0.1
Cl -1.27790 -0.97686 2.74346 -0.8 -0.2 0.1
N -1.80819 4.24370 3.26540 -0.1 -0.1 -0.4
C -0.46920 4.14871 2.87696 -0.4 -0.7 -0.4
C 0.47606 4.86831 3.61696 0.4 -0.1 -0.1
C 1.82944 4.70526 3.32889 -0.8 -0.1 -0.3
C 2.17573 3.80165 2.31388 0.0 0.0 -0.1
C 1.18919 3.15096 1.59863 -0.2 0.1 0.3
N -0.14977 3.33662 1.82875 1.2 1.2 1.5
C -2.84061 3.33055 3.01726 0.7 -0.3 -0.3
C -3.95432 3.36746 3.86560 -0.3 -0.2 0.0
C -4.95752 2.41429 3.71460 0.8 0.3 -0.4
C -4.78298 1.44555 2.71589 0.1 -0.2 -0.3
C -3.68150 1.47635 1.87808 0.1 0.5 0.6
N -2.70960 2.43973 1.99135 -1.5 0.1 1.5
H -1.97207 4.86034 4.05704 0.0 -0.3 -0.3
H 0.10745 5.52166 4.41194 0.3 -0.2 -0.2
H 2.58809 5.26166 3.87246 -0.2 -0.1 0.0
H 3.21639 3.60399 2.05942 -0.3 0.0 0.1
H 1.45498 2.41569 0.84060 -0.1 0.2 0.1
H -3.98335 4.14290 4.63479 -0.1 -0.3 -0.2
H -5.84162 2.41724 4.34933 0.3 0.0 -0.1
H -5.51094 0.65560 2.57235 0.1 0.1 0.0
H -3.52285 0.72847 1.10188 0.0 0.2 0.2

=====

# 3
83
Properties=species:S:1:pos:R:3:forces:R:3 method="wB97M-V/def2-TZVPD" multiplicity=2 s_squared=0.78 e_lumo_ev="-9.690 / -10.940" total_charge=+3 homo_lumo_gap_ev="6.80 / 6.05" max_force_ev_per_a=0.416 energy_ha=-3257.071078
Ir -0.06138 0.34767 0.18663 0.3 0.0 -0.2
Cl -6.39949 -1.24353 -1.75083 0.0 0.0 0.0
C -5.07817 -0.63415 -0.89221 0.0 0.0 0.1
C -5.28513 -0.01989 0.33384 0.0 0.0 0.0
C -4.23123 0.49211 1.08405 -0.1 0.0 0.0
I -4.53361 1.38706 2.89725 0.0 0.0 0.0
C -2.90042 0.37149 0.58692 0.3 0.0 0.0
O -1.87445 0.78397 1.20802 -0.2 0.0 0.0
C -2.69791 -0.25869 -0.70178 0.0 0.0 0.1
N -1.40597 -0.33652 -1.12475 0.0 0.0 -0.1
C -1.13951 -0.91913 -2.29172 -0.1 0.0 0.0
C -2.15065 -1.42729 -3.10451 0.0 0.0 0.0
C -3.46106 -1.35966 -2.69231 0.0 0.0 0.0
C -3.75367 -0.76477 -1.45469 0.0 0.0 0.0
H -6.29776 0.05717 0.70721 0.0 0.0 0.0
H -0.10249 -0.97121 -2.58608 0.0 0.0 0.0
H -1.88289 -1.88085 -4.04803 0.0 0.0 0.0
H -4.25649 -1.76014 -3.30616 0.0 0.0 0.0
C 1.43677 -2.59649 -0.10914 0.0 0.0 0.0
C 2.61931 -1.62457 -0.14048 0.0 0.0 0.0
P 2.03514 0.01550 -0.71703 -0.2 0.0 0.2
C 2.33170 0.17724 -2.47210 0.1 -0.1 0.1
C 3.53347 -0.29387 -3.00695 0.0 0.0 0.0
C 3.81421 -0.09512 -4.34957 0.0 0.0 0.0
C 2.90692 0.57698 -5.15853 0.0 0.0 0.0
C 1.71850 1.06162 -4.62709 0.0 0.0 0.0
C 1.43356 0.86362 -3.28541 0.0 0.1 -0.1
C 2.91129 1.30527 0.17184 0.0 0.1 -0.1
C 2.95509 1.27352 1.57182 -0.1 0.0 0.0
C 3.52116 2.33291 2.26815 0.0 0.0 0.0
C 4.04973 3.41270 1.57538 0.0 0.0 0.0
C 4.00492 3.44702 0.18300 0.0 0.0 0.1
C 3.42291 2.40774 -0.52045 0.0 -0.1 0.0
P 0.13098 -1.81279 0.89545 0.0 0.0 0.2
C -1.38349 -2.77042 0.80757 0.0 0.1 0.0
C -2.34857 -2.53478 1.79243 0.0 0.0 0.0
C -3.56712 -3.19137 1.73705 0.0 0.0 0.0
C -3.82671 -4.08755 0.70435 0.0 0.0 0.0
C -2.86795 -4.33062 -0.26906 0.0 0.0 0.0
C -1.64697 -3.67044 -0.22413 0.0 0.0 0.0
C 0.68445 -1.78155 2.60035 0.0 0.0 0.0
C 0.58679 -0.61091 3.35648 -0.1 0.0 0.0
C 1.02099 -0.59596 4.67379 0.0 0.0 0.0
C 1.54659 -1.75053 5.23727 0.0 0.0 0.0
C 1.62897 -2.92436 4.49496 0.0 0.0 0.0
C 1.19836 -2.94500 3.17955 0.0 0.0 0.0
H 1.71438 -3.56118 0.31682 0.0 0.0 0.0
H 1.05418 -2.77920 -1.11696 0.0 0.0 0.0
H 3.43114 -1.99096 -0.76784 0.0 0.0 0.0
H 3.02626 -1.49730 0.86512 0.0 0.0 0.0
H 4.26411 -0.79576 -2.38495 0.0 0.0 0.0
H 4.74435 -0.45886 -4.76325 0.0 0.0 0.0
H 3.13134 0.73109 -6.20517 0.0 0.0 0.0
H 1.02179 1.59805 -5.25724 0.0 0.0 0.0
H 0.51600 1.25437 -2.86857 0.0 0.0 0.0
H 2.58046 0.42180 2.12626 0.0 -0.1 0.0
H 3.57355 2.30162 3.34791 0.0 0.0 0.0
H 4.51273 4.22601 2.11814 0.0 0.0 0.0
H 4.43651 4.28262 -0.35111 0.0 0.0 0.0
H 3.39848 2.43389 -1.60283 0.0 0.0 0.0
H -2.13406 -1.86286 2.61660 0.0 0.0 0.0
H -4.30399 -3.02860 2.51214 0.0 0.0 0.0
H -4.76888 -4.61873 0.67542 0.0 0.0 0.0
H -3.06092 -5.05168 -1.05218 0.0 0.0 0.0
H -0.90421 -3.88712 -0.98244 0.0 0.0 0.0
H 0.13083 0.28692 2.94474 0.0 0.0 0.0
H 0.93615 0.30708 5.26285 0.0 0.0 0.0
H 1.88258 -1.74253 6.26526 0.0 0.0 0.0
H 2.02386 -3.82392 4.94661 0.0 0.0 0.0
H 1.24965 -3.86877 2.61538 0.0 0.0 0.0
C -0.97141 4.56022 -0.94814 0.0 0.0 0.0
C -0.88488 4.53811 0.57783 0.0 0.0 0.0
C 0.08040 3.39824 0.83162 0.1 0.0 0.2
O -0.11494 2.47218 -0.28962 -0.1 -0.1 -0.3
C -0.99479 3.08305 -1.28305 -0.1 0.0 0.0
H -0.08943 5.03261 -1.38202 0.0 0.0 0.0
H -1.85360 5.07762 -1.31809 0.0 0.0 0.0
H -1.85896 4.32236 1.01900 0.0 0.0 0.0
H -0.52099 5.47411 0.99580 0.0 0.0 0.0
H -0.12054 2.84643 1.75285 0.0 0.1 0.0
H 1.12807 3.70113 0.79384 -0.1 0.0 0.1
H -1.99653 2.65664 -1.16572 0.0 0.0 0.0
H -0.59741 2.83989 -2.26538 0.0 0.0 0.0

=====

# 4
86
Properties=species:S:1:pos:R:3:forces:R:3 method="wB97M-V/def2-TZVPD" e_lumo_ev=-3.278 total_charge=+1 homo_lumo_gap_ev=8.05 max_force_ev_per_a=0.458 energy_ha=-2570.098339
C 1.81427 -0.24245 1.44005 0.2 0.1 -0.1
C 0.84458 0.60445 0.67007 0.2 0.1 0.0
N 0.58281 0.34220 -0.54156 -0.3 -0.2 -0.1
C 0.26226 1.79762 1.41472 -0.1 -0.2 0.2
C -1.12716 2.19641 0.93379 0.3 0.2 0.0
C -1.77828 3.23751 1.82185 -0.1 0.1 -0.1
N -2.96681 3.78297 1.16623 0.0 -0.1 0.1
C -3.61553 2.88088 0.23046 0.2 0.1 -0.2
C -5.10059 3.24093 0.10837 0.0 0.0 0.1
F -5.63452 3.51597 1.31398 0.0 -0.1 0.0
F -5.28321 4.29929 -0.66798 0.0 0.1 0.0
F -5.79808 2.21598 -0.40632 0.0 0.0 -0.1
C -3.48871 1.39364 0.58028 -0.1 0.1 0.0
N -2.04975 0.98622 0.82653 -0.2 0.0 0.0
C -1.98846 0.03020 1.98515 -0.1 -0.2 0.1
C -2.74176 -1.27623 1.68270 0.1 -0.1 0.1
C -4.04972 -1.45912 2.47311 -0.1 0.0 -0.3
I -3.97587 -3.10149 3.82820 0.0 0.1 0.1
H 2.74455 0.32590 1.56615 -0.1 0.0 0.0
H 1.46066 -0.47426 2.44891 0.0 -0.1 -0.1
H 2.05414 -1.15153 0.89190 -0.1 0.0 0.1
H -0.03762 1.02780 -0.98299 0.3 0.0 -0.1
H 0.93173 2.65731 1.30408 -0.1 0.0 -0.1
H 0.24492 1.57079 2.48620 0.0 0.1 -0.1
H -1.05625 2.59301 -0.08553 -0.1 -0.1 0.1
H -1.99695 2.80166 2.80842 0.0 0.0 -0.1
H -1.05285 4.04011 1.98396 -0.1 -0.1 0.0
H -3.61997 4.15187 1.84485 0.0 0.0 0.0
H -3.20173 3.04248 -0.77467 -0.1 -0.1 0.1
H -4.05326 1.16651 1.48705 0.1 0.0 -0.1
H -3.87578 0.79013 -0.24041 0.0 0.0 0.1
H -1.72651 0.44509 0.01898 0.1 0.1 0.0
H -2.42315 0.54266 2.84644 0.2 0.0 -0.1
H -0.94469 -0.18492 2.18941 0.0 0.1 -0.1
H -2.94157 -1.36445 0.60769 0.0 0.1 0.1
H -2.05647 -2.09463 1.90858 -0.1 0.0 -0.1
H -4.30560 -0.57848 3.06247 0.0 -0.1 0.0
H -4.88813 -1.68343 1.81637 0.1 0.1 0.0
C 3.93517 -3.92271 6.53735 0.0 0.0 0.0
C 4.81071 -4.96405 6.82527 0.0 0.0 0.0
C 5.35055 -5.72211 5.79986 0.0 0.0 0.1
C 5.01200 -5.44630 4.48092 0.0 0.0 0.0
C 4.12391 -4.40892 4.19104 0.0 0.0 0.0
C 3.59251 -3.64613 5.22483 0.0 0.0 0.1
C 3.72297 -4.10931 2.78850 0.0 0.0 0.0
O 2.95891 -3.19748 2.53360 0.0 0.1 0.0
C 4.28527 -4.96459 1.70721 0.0 0.0 0.0
C 3.89553 -4.73609 0.39224 0.0 0.0 -0.1
C 4.41507 -5.51276 -0.62935 0.0 0.0 0.0
C 5.33117 -6.51924 -0.34380 0.0 0.0 0.0
C 5.72169 -6.75389 0.96393 0.0 0.0 -0.1
C 5.19751 -5.98205 1.99334 0.0 0.0 0.0
C 5.61960 -6.26884 3.39469 0.0 0.0 0.0
O 6.42437 -7.13870 3.64280 0.0 0.0 0.0
H 3.51970 -3.32855 7.34083 0.0 0.0 0.0
H 5.07251 -5.18277 7.85212 0.0 0.0 0.0
H 6.03722 -6.53191 6.00560 0.0 0.0 0.0
H 2.91091 -2.84144 4.98542 0.0 0.0 0.0
H 3.18486 -3.94797 0.18403 0.0 0.0 0.0
H 4.10803 -5.33523 -1.65175 0.0 0.0 0.0
H 5.73942 -7.12231 -1.14410 0.0 0.0 0.0
H 6.43132 -7.53401 1.20367 0.0 0.0 0.0
C -4.89250 2.01872 -5.12753 0.0 0.0 0.0
C -4.37778 1.36570 -4.01253 0.0 0.0 0.0
C -3.09529 1.64932 -3.57625 -0.1 0.0 0.0
C -2.31152 2.57659 -4.25437 0.0 0.0 0.0
C -2.82043 3.20799 -5.38949 0.0 0.0 0.0
C -4.11488 2.93597 -5.81476 -0.1 -0.1 0.0
C -1.98895 4.16329 -6.18371 0.0 0.0 -0.1
O -2.44143 4.71639 -7.15978 0.0 0.0 0.0
C -0.58652 4.38959 -5.73701 0.0 0.0 0.0
C 0.23009 5.22700 -6.48563 0.0 0.0 0.0
C 1.53495 5.45954 -6.08274 0.0 0.0 0.0
C 2.02742 4.86232 -4.92777 0.0 0.0 0.0
C 1.21774 4.02630 -4.17768 0.0 0.0 0.0
C -0.09059 3.78102 -4.58123 0.0 0.0 0.0
C -0.93674 2.87007 -3.76747 0.1 0.2 -0.2
O -0.51075 2.38282 -2.73500 -0.2 -0.1 0.4
H -5.89684 1.80140 -5.46588 0.0 0.0 0.0
H -4.98206 0.63212 -3.49373 0.0 0.0 0.0
H -2.67149 1.14189 -2.71814 0.0 0.0 0.0
H -4.49316 3.44303 -6.69191 0.0 0.0 0.0
H -0.16872 5.68737 -7.37923 0.0 0.0 0.0
H 2.17149 6.10861 -6.66937 0.0 0.0 0.0
H 3.04610 5.04914 -4.61471 0.0 0.0 0.0
H 1.58997 3.55263 -3.27988 0.0 0.0 0.0